Version a
The following is a quantum chemistry calculation of one molecule with the formula C4H7NO2S, from the OMol25 dataset.

Atoms and positions in Å:
C (1.32563, 0.18606, 0.10172)
C (-1.27792, 1.17858, 0.03416)
C (-0.93301, -0.28090, 0.00097)
C (2.72410, 0.15594, -0.69687)
N (0.37415, -0.67508, -0.53722)
O (1.57817, -0.28346, 1.38474)
O (3.73022, -0.14854, -0.12097)
S (0.51068, 1.86442, -0.06997)
H (-1.79225, 1.55636, -0.81943)
H (-1.89906, 1.49111, 0.84717)
H (-0.97683, -0.66784, 0.98907)
H (-1.70885, -0.78706, -0.55347)
H (0.43671, -1.63067, -0.32925)
H (2.51236, -0.70355, 1.62030)
H (2.80352, 0.54145, -1.66510)

Summary:
HOMO level = -8.98 eV
SMILES = O=C[C@]1(O)NCCS1
LUMO = 0.70 eV
HOMO-LUMO gap = 9.67 eV

***

Version b
The following is a quantum chemistry calculation of one molecule with the formula C4H7NO2S, from the OMol25 dataset.

Atoms and positions in Å:
C (0.05266, 0.84711, -0.92901)
C (-0.75474, 1.03025, 0.40513)
C (-0.48139, -1.54912, 1.45462)
C (0.79057, -0.45165, -1.08842)
H (1.51573, 1.82689, -1.72440)
H (-0.59948, 0.99437, -1.78522)
H (-1.39329, 1.87798, 0.23224)
H (-0.04945, 1.30901, 1.19083)
H (-0.52170, -1.57816, 2.54947)
H (-0.75170, -2.54989, 1.05857)
H (1.09617, -0.80955, -2.05716)
N (1.08090, -1.37827, -0.25944)
O (0.99614, 1.90040, -0.90385)
O (0.75824, -1.06124, 1.06848)
S (-1.73867, -0.40812, 0.78817)

Summary:
HOMO level = -8.85 eV
SMILES = O[C@H]1C=NOCSC1
LUMO = 0.56 eV
HOMO-LUMO gap = 9.41 eV

***

Need the numbers? Relative energies in eV: version a 0.000; version b 1.162.

***

Version a
The following is a quantum chemistry calculation of one molecule with the formula C5H4O, from the OMol25 dataset.

Atoms and positions in Å:
C (-0.64313, 1.52693, 0.09536)
C (-1.35411, -0.20416, -0.05266)
C (0.85379, -0.34802, -0.00878)
C (-0.19763, 0.44200, -0.80434)
C (-0.23823, 0.30768, 0.84301)
O (2.19541, -0.12013, 0.05005)
H (-2.32686, 0.27945, -0.02901)
H (-1.41480, -1.27964, -0.14937)
H (0.75454, -1.43183, -0.10742)
H (2.37101, 0.82771, 0.16315)

Summary:
HOMO level = -9.68 eV
LUMO = -0.03 eV
HOMO-LUMO gap = 9.65 eV

***

Version b
The following is a quantum chemistry calculation of one molecule with the formula C5H4O, from the OMol25 dataset.

Atoms and positions in Å:
C (1.24058, 0.00026, -0.24280)
C (0.33611, -1.11921, -0.16094)
C (-0.99991, -0.85024, 0.01990)
C (-0.91698, 0.71741, -0.07679)
C (0.27398, 1.16975, -0.09955)
H (0.91203, -2.12125, 0.00941)
H (-1.90990, -1.48750, 0.17355)
H (-1.82382, 1.46453, 0.32049)
H (0.41878, 2.23562, -0.04899)
O (2.46915, -0.00938, 0.10573)

Summary:
HOMO level = -9.59 eV
SMILES = O=C1C=CC=C1
LUMO = -1.13 eV
HOMO-LUMO gap = 8.45 eV

***

Version c
The following is a quantum chemistry calculation of one molecule with the formula C5H4O, from the OMol25 dataset.

Atoms and positions in Å:
C (2.16817, 1.12296, 0.13998)
C (1.07310, 0.68330, -0.10745)
C (-1.55689, 0.07541, 0.07154)
C (-0.69382, -1.06539, 0.34099)
C (-0.18745, 0.01333, -0.58542)
O (-2.53537, 0.75422, 0.02679)
H (3.06115, 1.46984, 0.54895)
H (-0.27237, -0.93090, 1.33900)
H (-0.91028, -1.92297, -0.20180)
H (-0.14624, -0.19981, -1.57257)

Summary:
HOMO level = -9.10 eV
SMILES = C#C[C@H]1CC1=O
LUMO = 0.74 eV
HOMO-LUMO gap = 9.84 eV

***

Need the numbers? Relative energies in eV: version a 4.350; version b 0.000; version c 1.132.

***

Version a
The following is a quantum chemistry calculation of a 2-piece molecular cluster, C4H8ClNO overall, from the OMol25 dataset.

Atoms and positions in Å:
C (-1.38944, -0.73020, 0.46593)
C (3.19142, -0.86479, 0.90886)
C (-1.39170, 1.55549, -0.28279)
C (2.19051, -0.45968, 0.15526)
N (-2.47177, -1.08665, -0.33280)
O (-0.89620, 0.50406, 0.45279)
Cl (2.42033, 1.00027, -0.71801)
H (-2.65002, -2.09142, -0.22585)
H (4.05704, -0.27499, 1.02268)
H (3.03843, -1.76755, 1.45620)
H (-2.33216, 1.30807, -0.63129)
H (-0.87945, 1.61708, -1.25151)
H (-1.27552, 2.54260, 0.07844)
H (1.25537, -0.88553, -0.16581)
H (-2.86684, -0.36676, -0.93211)

Summary:
HOMO level = -8.46 eV
LUMO = 0.80 eV
HOMO-LUMO gap = 9.25 eV

***

Version b
The following is a quantum chemistry calculation of a 2-piece molecular cluster, C4H8ClNO overall, from the OMol25 dataset.

Atoms and positions in Å:
C (0.38698, -2.57840, -0.51805)
C (0.27864, -1.37920, -0.60752)
C (-0.84237, 0.82745, 1.21993)
C (-0.65048, 0.85875, -0.33169)
N (-0.48964, -0.39375, -1.05557)
O (0.37631, 1.77015, -0.62175)
Cl (2.42766, -0.10722, 0.90916)
H (1.65509, -0.41908, -0.02489)
H (1.00619, -3.39090, -0.48800)
H (-0.58198, 1.77705, 1.61663)
H (-0.32716, -0.03909, 1.52833)
H (-1.91551, 0.70436, 1.33021)
H (-1.59183, 1.19843, -0.89319)
H (-0.95558, -0.49670, -1.93969)
H (1.22370, 1.66816, -0.12390)

Summary:
HOMO level = -8.98 eV
SMILES = C#CN[C@@H](C)O.Cl
LUMO = 0.30 eV
HOMO-LUMO gap = 9.28 eV

***

Version c
The following is a quantum chemistry calculation of a 2-piece molecular cluster, C4H8ClNO overall, from the OMol25 dataset.

Atoms and positions in Å:
C (-1.90245, -0.15064, -0.91862)
C (0.70314, 1.40217, 1.31270)
C (1.08454, 0.02296, 0.77386)
C (0.91499, -0.02834, -0.68487)
N (-1.75134, -1.39733, -1.16702)
O (-2.52117, 0.77072, -0.50294)
Cl (1.20105, -1.53835, -1.46849)
H (0.28578, 1.04839, 2.27417)
H (1.39099, 2.26046, 1.47397)
H (-0.15777, 1.69420, 0.74217)
H (0.38910, -0.71871, 1.15886)
H (2.11649, -0.13990, 0.94166)
H (1.37019, 0.69918, -1.35977)
H (-0.67825, -1.83205, -1.42622)
H (-2.44528, -2.09274, -1.14947)

Summary:
HOMO level (spin up / spin down) = -7.76 / -6.92 eV
LUMO (spin up / spin down) = 0.46 / 0.21 eV
HOMO-LUMO gap (spin up / spin down) = 8.22 / 7.13 eV

***

Version d
The following is a quantum chemistry calculation of a 2-piece molecular cluster, C4H8ClNO overall, from the OMol25 dataset.

Atoms and positions in Å:
C (1.26140, -0.81158, -0.52141)
C (1.77206, -1.53004, 0.71007)
C (-2.63774, 1.08400, -0.24564)
C (-1.72721, 1.55503, 0.60365)
N (1.21127, 0.40655, -0.87793)
O (0.71721, -1.72823, -1.38450)
Cl (1.98073, 1.60966, -0.00936)
H (1.99574, -0.70382, 1.33401)
H (1.05361, -2.12208, 1.14857)
H (2.55558, -2.15042, 0.49179)
H (-2.80380, 1.80528, -1.02274)
H (0.33127, -1.15574, -2.02774)
H (-2.96926, 0.08550, -0.21392)
H (-1.42871, 2.49115, 0.51400)
H (-1.31217, 1.16472, 1.50114)

Summary:
HOMO level = -9.78 eV
SMILES = C/C(O)=N\Cl.C=C
LUMO = 0.88 eV
HOMO-LUMO gap = 10.65 eV

***

Need the numbers? Relative energies in eV: version a 0.957; version b 0.753; version c 1.216; version d 0.000.

***

Version a
The following is a quantum chemistry calculation of a 2-piece molecular cluster, C7H18 overall, from the OMol25 dataset.

Atoms and positions in Å:
C (0.85504, -2.40186, -1.19702)
C (0.06523, -3.12356, -0.07984)
C (-0.09810, -1.88264, -2.25693)
H (1.51609, -1.64559, -0.75673)
H (1.66898, -3.04577, -1.54381)
H (-0.25476, -4.06845, -0.49307)
H (-0.87266, -2.58475, 0.08914)
H (0.41206, -1.53927, -3.15907)
H (-0.80869, -2.66652, -2.49838)
H (0.61721, -3.07233, 0.84764)
H (-0.67191, -1.03598, -1.87812)
C (-0.35906, 1.62957, 1.05989)
C (0.88562, 1.06890, 0.30830)
C (0.03905, 2.50714, 2.24512)
C (-1.22786, 2.41955, 0.07115)
H (-0.93960, 0.79625, 1.44644)
H (0.58872, 0.05433, 0.01364)
H (-0.54086, 2.21185, 3.12518)
H (1.08294, 2.52106, 2.56013)
H (-0.16372, 3.57543, 2.14933)
H (-1.97643, 2.94812, 0.68208)
H (-0.71211, 3.08584, -0.59407)
H (-1.91513, 1.78877, -0.50593)
H (1.68309, 0.98775, 1.03849)
H (1.12687, 1.47215, -0.67355)

Summary:
HOMO level = -10.81 eV
SMILES = CC(C)C.CCC
LUMO = 1.06 eV
HOMO-LUMO gap = 11.87 eV

***

Version b
The following is a quantum chemistry calculation of a 2-piece molecular cluster, C7H18 overall, from the OMol25 dataset.

Atoms and positions in Å:
C (2.19285, 1.37439, 0.57846)
C (1.84998, -0.12178, 0.75964)
C (1.72267, 2.11682, 1.85257)
H (3.19822, 1.65188, 0.28021)
H (1.45758, 1.70591, -0.16526)
H (0.82379, -0.24419, 1.09017)
H (2.49358, 2.28921, 2.60704)
H (2.52582, -0.50835, 1.51989)
H (1.89762, -0.72570, -0.14001)
H (1.29112, 3.08103, 1.58968)
H (0.94342, 1.56681, 2.37134)
C (-1.25363, -0.69222, -0.79421)
C (-0.78208, -1.94352, -0.07804)
C (-1.26584, -0.79783, -2.34929)
C (-2.52428, -0.05441, -0.25064)
H (-0.47455, 0.08950, -0.73530)
H (-1.53364, -2.73684, 0.07783)
H (-1.93101, -1.59471, -2.69236)
H (-1.58371, 0.14147, -2.78662)
H (-0.24944, -1.00068, -2.68024)
H (-2.67298, -0.30573, 0.78833)
H (-2.39644, 1.03452, -0.20479)
H (-3.40226, -0.19681, -0.87960)
H (-0.35517, -1.73017, 0.89792)
H (0.02839, -2.39861, -0.65672)

Summary:
HOMO level = -10.77 eV
SMILES = CC(C)C.CCC
LUMO = 0.97 eV
HOMO-LUMO gap = 11.73 eV

***

Need the numbers? Relative energies in eV: version a 0.235; version b 0.000.